No. 1
8
Properties=species:S:1:pos:R:3 method="wB97M-V/def2-TZVPD" orbital_gap_ev=11.7608 smiles=FC[SiH](Cl)Cl e_homo_ev=-11.16
Cl -3.139 -1.366 -0.396
H 0.007 -2.174 -0.601
C -0.114 -0.966 -0.563
H -0.190 -0.641 -1.585
F 1.163 -0.609 -0.113
Si -1.557 -0.191 0.462
Cl -1.584 1.795 -0.001
H -1.510 0.071 1.947

No. 2
8
Properties=species:S:1:pos:R:3 method="wB97M-V/def2-TZVPD" orbital_gap_ev=12.4962 smiles=C[Si](F)(Cl)Cl e_homo_ev=-12.04
H -0.141 -0.754 -0.697
Si 2.143 -0.010 -0.077
H -0.031 -0.551 1.040
Cl 3.182 -1.492 0.751
C 0.267 -0.121 0.088
H -0.198 0.856 -0.002
Cl 2.940 1.787 0.227
F 2.369 -0.362 -1.970

No. 3
10
Properties=species:S:1:pos:R:3 method="wB97M-V/def2-TZVPD" total_charge=+1 orbital_gap_ev="7.5201 / 7.5217" smiles="[H]/N=N/C=N/[NH+](Cl)Cl" e_homo_ev="-14.15 / -14.15"
N -1.206 -0.150 0.211
H -3.093 0.396 -0.003
C 0.039 -0.058 0.233
N 0.775 -0.148 -0.872
N -2.366 -0.238 0.308
Cl 2.809 1.530 0.289
H 0.378 0.316 1.273
H 2.515 -0.076 -1.536
Cl 2.823 -1.563 0.188
N 2.057 -0.101 -0.705

No. 4
8
Properties=species:S:1:pos:R:3 method="wB97M-V/def2-TZVPD" orbital_gap_ev=10.3918 smiles=POC(Cl)Cl e_homo_ev=-9.69
P -0.178 -0.251 -1.201
O 0.499 0.374 0.186
Cl 3.000 0.807 -0.696
H 0.789 0.560 -2.085
H 2.128 0.342 1.546
Cl 2.142 -1.722 0.448
C 1.826 0.051 0.520
H -1.311 0.728 -1.105

no.,F_max (eV/Å),E (hartree)
1,3.467,-1349.7105
2,5.380,-1349.7939
3,4.797,-1178.7928
4,2.851,-1376.8445